No. 1
Entry from the Open Molecules 2025 dataset: a structure of composition C16H18Cl5MnN2OS4 (wB97M-V/def2-TZVPD).

Each line ends with the Löwdin charge.
Cartesian coordinates (Å):
Mn -0.002069 0.503589 0.154928  0.243
C -1.412458 3.042072 -1.586979  -0.412
C 0.014913 3.501681 -1.320046  -0.483
S 0.771090 2.891983 0.211129  0.914
C -0.315061 3.552307 1.516833  -0.432
C -0.772358 2.488797 2.516032  -0.429
S -1.665196 1.053292 1.829056  0.987
C -3.080237 1.832817 0.990721  -0.437
C -3.253709 1.251611 -0.394765  -0.464
S -1.741690 1.243298 -1.393681  0.877
H -1.684037 3.286391 -2.613512  0.102
H -2.118842 3.546567 -0.930185  0.078
H 0.042099 4.591385 -1.309900  0.106
H 0.695643 3.172427 -2.104194  0.051
H -1.153839 4.070716 1.055199  0.078
H 0.260296 4.299571 2.062963  0.100
H -1.433245 2.944021 3.255257  0.108
H 0.067660 2.043342 3.051178  0.069
H -2.937594 2.911297 0.987369  0.079
H -3.971642 1.623952 1.583133  0.105
H -4.036620 1.763893 -0.956042  0.110
H -3.539779 0.199265 -0.340616  0.096
Cl 1.341424 -5.318544 3.933048  0.751
C 1.232388 -3.760223 3.241216  -0.698
C 0.687308 -3.601401 1.971349  -0.698
Cl 0.112385 -4.941800 1.076365  0.742
C 0.620943 -2.324453 1.428111  -0.527
Cl -0.047741 -2.081576 -0.173205  0.814
C 1.088322 -1.196033 2.092989  -0.421
O 1.036764 0.044158 1.569470  -0.320
C 1.610943 -1.369466 3.376929  -0.603
Cl 2.143491 0.025835 4.220618  0.774
C 1.685768 -2.637053 3.944849  -0.683
Cl 2.328980 -2.820840 5.514399  0.762
C -0.381701 -1.717598 -3.626096  0.000
N 0.954135 -1.964121 -3.091501  -0.128
C 1.671833 -3.130694 -3.268452  -0.006
C 2.870831 -2.960654 -2.667569  -0.011
N 2.855988 -1.695253 -2.132397  0.105
C 1.687687 -1.089963 -2.387073  -0.743
S 1.296083 0.532901 -1.952059  0.704
H -0.542088 -2.378879 -4.472360  0.110
H -0.448817 -0.684000 -3.954056  0.086
H -1.140208 -1.918896 -2.870615  0.081
H 1.268762 -3.967527 -3.810907  0.144
H 3.719791 -3.615439 -2.585070  0.141
H 3.613405 -1.242755 -1.641860  0.176

Atoms 1-3, force components in eV/Å:
-0.42 0.30 -0.86
-0.05 -0.04 -0.01
-0.07 -0.10 0.09

## Properties
⟨S²⟩: 6.12
Net charge: +2
HOMO (spin up / spin down), eV: -13.69 / -13.77
2S+1: 5
Kohn-Sham gap (spin up / spin down), eV: 5.279 / 7.184
Total energy, Eh: -5849.4914
Energy relative to the best compared isomer or geometry (same formula, charge and spin), kJ/mol: 16.4
Largest force on an atom, eV/A: 1.003
Lowest unoccupied orbital energy (spin up / spin down), eV: -8.412 / -6.584

***

No. 2
Entry from the Open Molecules 2025 dataset: the ion C16H18F2N with charge +1 (wB97M-V/def2-TZVPD).

Each line ends with the Löwdin charge.
Cartesian coordinates (Å):
F -4.870443 1.244475 -1.770201  0.057
C -3.561003 0.828861 -1.711709  -0.233
C -3.283411 -0.535695 -1.649319  0.018
C -1.961922 -0.922140 -1.434528  -0.023
C -0.970200 0.043978 -1.161448  -0.180
C 0.347609 -0.413975 -0.517875  -0.205
C 1.724193 0.052145 -1.108133  -0.154
C 2.727528 -0.904334 -1.385193  -0.018
C 4.052650 -0.532661 -1.644131  0.017
C 4.356017 0.824351 -1.721287  -0.232
F 5.667942 1.225932 -1.841371  0.059
C 3.350659 1.785173 -1.705545  0.023
C 2.031873 1.377990 -1.429282  -0.026
C -1.231013 1.366005 -1.532632  -0.017
C -2.552569 1.786866 -1.740997  0.023
H -4.084699 -1.266400 -1.667356  0.130
H -1.699234 -1.979733 -1.429052  0.125
H 0.359765 -1.500475 -0.587380  0.144
H 2.482654 -1.965037 -1.394211  0.120
H 4.855475 -1.264727 -1.692455  0.131
H 3.601546 2.838418 -1.807533  0.131
H 1.277094 2.146236 -1.493136  0.088
H -0.453051 2.102659 -1.664605  0.090
H -2.790901 2.844131 -1.825841  0.131
C -1.589764 -1.403433 4.136263  -0.097
C -0.455434 -0.770719 3.326292  -0.231
C -0.873860 -0.495395 1.843410  -0.073
N 0.313317 -0.094538 0.897074  0.091
H -1.304252 -1.632730 5.166648  0.086
H -2.460832 -0.741307 4.194885  0.084
H -1.929841 -2.341003 3.684254  0.081
H -0.188617 0.188957 3.796289  0.115
H 0.448948 -1.395358 3.383068  0.113
H -1.374741 -1.357189 1.402184  0.126
H -1.546926 0.369279 1.833563  0.137
H 1.190128 -0.450118 1.286729  0.178
H 0.395331 0.941514 0.964574  0.195

Atoms 1-3, force components in eV/Å:
1.46 -0.51 -0.01
-0.81 0.32 -0.05
0.14 0.34 0.11

## Properties
Net charge: +1
HOMO, eV: -12.49
2S+1: 1
SMILES: CCC[NH2+]C(c1ccc(F)cc1)c1ccc(F)cc1
Kohn-Sham gap, eV: 9.638
Total energy, Eh: -874.7110
Energy relative to the best compared isomer or geometry (same formula, charge and spin), kJ/mol: 0.0
Largest force on an atom, eV/A: 3.260
Lowest unoccupied orbital energy, eV: -2.853

***

No. 3
Entry from the Open Molecules 2025 dataset: the molecule C16H18F2N2O6 (wB97M-V/def2-TZVPD).

Each line ends with the Löwdin charge.
Cartesian coordinates (Å):
O 1.402443 2.688600 -3.419150  0.102
O -2.403290 2.386312 -2.825665  0.115
O 3.509853 -0.363958 2.885826  0.101
O 4.422078 -2.344019 2.754338  0.056
F -3.024693 2.203247 2.504977  0.053
F -0.865177 0.637806 2.278011  0.039
O -0.008043 4.167031 -2.553798  0.149
O -1.150873 -2.088649 1.086679  -0.035
C 0.402768 2.920587 -2.779808  -0.505
C -1.686376 1.761461 -2.067539  -0.363
C -0.272125 1.805555 -2.156828  -0.074
C 0.455234 0.785443 -1.556564  0.090
N -0.147851 -0.267897 -0.847890  0.005
N 3.603693 -1.465379 2.383010  -0.350
C -2.420840 2.005264 0.259936  -0.042
C 2.041180 -1.598306 -1.047379  -0.117
C 2.949697 -1.072036 0.056224  -0.133
C 1.167795 -1.615291 1.729462  -0.044
C -2.955292 1.321276 1.505886  -0.326
C -2.066912 0.136557 1.893321  -0.214
C 0.224726 -2.154658 0.634763  -0.257
C -1.955943 -0.912484 0.736069  -0.145
C -2.355860 1.008279 -0.933559  -0.135
C 0.507987 -1.588448 -0.738413  -0.201
C -1.604248 -0.319688 -0.656181  -0.145
C 2.647092 -1.835891 1.323598  -0.247
H 0.600026 4.770569 -2.978129  0.125
H 1.542004 0.790771 -1.623287  0.132
H -1.387308 2.352156 0.507335  0.151
H -3.035942 2.857778 -0.023041  0.138
H 2.314825 -1.134678 -1.986572  0.114
H 2.340281 -2.650509 -1.188026  0.131
H 4.017307 -1.223082 -0.188217  0.140
H 2.730360 0.024985 0.224163  0.142
H 1.028418 -0.528340 1.840368  0.120
H 0.960924 -2.123885 2.674035  0.140
H -3.977676 0.957427 1.366335  0.163
H -2.485795 -0.347097 2.774223  0.160
H 0.424110 -3.226195 0.482343  0.163
H -2.989143 -1.266660 0.592433  0.164
H -3.372131 0.787329 -1.256845  0.158
H 0.005069 -2.236147 -1.480904  0.162
H -1.939901 -1.090067 -1.356649  0.160
H 2.807550 -2.915071 1.171116  0.162

Atoms 1-3, force components in eV/Å:
0.61 0.40 -0.40
-0.06 0.21 -0.23
0.10 -0.29 -0.44

## Properties
HOMO, eV: -8.98
2S+1: 1
SMILES: O=C(O)C1=CN2[C@H]3[C@@H](O[C@@H]4C[C@H]([N+](=O)[O-])CC[C@@H]42)[C@@H](F)[C@@H](F)C[C@H]3C1=O
Kohn-Sham gap, eV: 8.909
Total energy, Eh: -1381.0942
Largest force on an atom, eV/A: 2.633
Lowest unoccupied orbital energy, eV: -0.076

***

Repeat the second record exactly.
Entry from the Open Molecules 2025 dataset: the ion C16H18F2N with charge +1 (wB97M-V/def2-TZVPD).

Each line ends with the Löwdin charge.
Cartesian coordinates (Å):
F -4.870443 1.244475 -1.770201  0.057
C -3.561003 0.828861 -1.711709  -0.233
C -3.283411 -0.535695 -1.649319  0.018
C -1.961922 -0.922140 -1.434528  -0.023
C -0.970200 0.043978 -1.161448  -0.180
C 0.347609 -0.413975 -0.517875  -0.205
C 1.724193 0.052145 -1.108133  -0.154
C 2.727528 -0.904334 -1.385193  -0.018
C 4.052650 -0.532661 -1.644131  0.017
C 4.356017 0.824351 -1.721287  -0.232
F 5.667942 1.225932 -1.841371  0.059
C 3.350659 1.785173 -1.705545  0.023
C 2.031873 1.377990 -1.429282  -0.026
C -1.231013 1.366005 -1.532632  -0.017
C -2.552569 1.786866 -1.740997  0.023
H -4.084699 -1.266400 -1.667356  0.130
H -1.699234 -1.979733 -1.429052  0.125
H 0.359765 -1.500475 -0.587380  0.144
H 2.482654 -1.965037 -1.394211  0.120
H 4.855475 -1.264727 -1.692455  0.131
H 3.601546 2.838418 -1.807533  0.131
H 1.277094 2.146236 -1.493136  0.088
H -0.453051 2.102659 -1.664605  0.090
H -2.790901 2.844131 -1.825841  0.131
C -1.589764 -1.403433 4.136263  -0.097
C -0.455434 -0.770719 3.326292  -0.231
C -0.873860 -0.495395 1.843410  -0.073
N 0.313317 -0.094538 0.897074  0.091
H -1.304252 -1.632730 5.166648  0.086
H -2.460832 -0.741307 4.194885  0.084
H -1.929841 -2.341003 3.684254  0.081
H -0.188617 0.188957 3.796289  0.115
H 0.448948 -1.395358 3.383068  0.113
H -1.374741 -1.357189 1.402184  0.126
H -1.546926 0.369279 1.833563  0.137
H 1.190128 -0.450118 1.286729  0.178
H 0.395331 0.941514 0.964574  0.195

Atoms 1-3, force components in eV/Å:
1.46 -0.51 -0.01
-0.81 0.32 -0.05
0.14 0.34 0.11

## Properties
Net charge: +1
HOMO, eV: -12.49
2S+1: 1
SMILES: CCC[NH2+]C(c1ccc(F)cc1)c1ccc(F)cc1
Kohn-Sham gap, eV: 9.638
Total energy, Eh: -874.7110
Energy relative to the best compared isomer or geometry (same formula, charge and spin), kJ/mol: 0.0
Largest force on an atom, eV/A: 3.260
Lowest unoccupied orbital energy, eV: -2.853

***

What is the largest force on an atom in the third record? 2.633 eV/A

***

Copy entry 1 word for word.
Entry from the Open Molecules 2025 dataset: a structure of composition C16H18Cl5MnN2OS4 (wB97M-V/def2-TZVPD).

Each line ends with the Löwdin charge.
Cartesian coordinates (Å):
Mn -0.002069 0.503589 0.154928  0.243
C -1.412458 3.042072 -1.586979  -0.412
C 0.014913 3.501681 -1.320046  -0.483
S 0.771090 2.891983 0.211129  0.914
C -0.315061 3.552307 1.516833  -0.432
C -0.772358 2.488797 2.516032  -0.429
S -1.665196 1.053292 1.829056  0.987
C -3.080237 1.832817 0.990721  -0.437
C -3.253709 1.251611 -0.394765  -0.464
S -1.741690 1.243298 -1.393681  0.877
H -1.684037 3.286391 -2.613512  0.102
H -2.118842 3.546567 -0.930185  0.078
H 0.042099 4.591385 -1.309900  0.106
H 0.695643 3.172427 -2.104194  0.051
H -1.153839 4.070716 1.055199  0.078
H 0.260296 4.299571 2.062963  0.100
H -1.433245 2.944021 3.255257  0.108
H 0.067660 2.043342 3.051178  0.069
H -2.937594 2.911297 0.987369  0.079
H -3.971642 1.623952 1.583133  0.105
H -4.036620 1.763893 -0.956042  0.110
H -3.539779 0.199265 -0.340616  0.096
Cl 1.341424 -5.318544 3.933048  0.751
C 1.232388 -3.760223 3.241216  -0.698
C 0.687308 -3.601401 1.971349  -0.698
Cl 0.112385 -4.941800 1.076365  0.742
C 0.620943 -2.324453 1.428111  -0.527
Cl -0.047741 -2.081576 -0.173205  0.814
C 1.088322 -1.196033 2.092989  -0.421
O 1.036764 0.044158 1.569470  -0.320
C 1.610943 -1.369466 3.376929  -0.603
Cl 2.143491 0.025835 4.220618  0.774
C 1.685768 -2.637053 3.944849  -0.683
Cl 2.328980 -2.820840 5.514399  0.762
C -0.381701 -1.717598 -3.626096  0.000
N 0.954135 -1.964121 -3.091501  -0.128
C 1.671833 -3.130694 -3.268452  -0.006
C 2.870831 -2.960654 -2.667569  -0.011
N 2.855988 -1.695253 -2.132397  0.105
C 1.687687 -1.089963 -2.387073  -0.743
S 1.296083 0.532901 -1.952059  0.704
H -0.542088 -2.378879 -4.472360  0.110
H -0.448817 -0.684000 -3.954056  0.086
H -1.140208 -1.918896 -2.870615  0.081
H 1.268762 -3.967527 -3.810907  0.144
H 3.719791 -3.615439 -2.585070  0.141
H 3.613405 -1.242755 -1.641860  0.176

Atoms 1-3, force components in eV/Å:
-0.42 0.30 -0.86
-0.05 -0.04 -0.01
-0.07 -0.10 0.09

## Properties
⟨S²⟩: 6.12
Net charge: +2
HOMO (spin up / spin down), eV: -13.69 / -13.77
2S+1: 5
Kohn-Sham gap (spin up / spin down), eV: 5.279 / 7.184
Total energy, Eh: -5849.4914
Energy relative to the best compared isomer or geometry (same formula, charge and spin), kJ/mol: 16.4
Largest force on an atom, eV/A: 1.003
Lowest unoccupied orbital energy (spin up / spin down), eV: -8.412 / -6.584

***

What is the largest force on an atom in the first record? 1.003 eV/A